The following is a DFT calculation (ωB97M-V/def2-TZVPD) of C38H22BrF9GaIN2O2PSe as an isolated structure.

Summary:
relative energy (zero: lowest compared OMol25 entry of this formula, charge and spin)	6.7	kcal/mol
net charge	+1
gap between HOMO and LUMO	0.26803	Ha
energy	-276443.88198	eV

Structure (XYZ):
```
78
Properties=species:S:1:pos:R:3:lowdin_charge:R:1
Ga -0.81729 -0.05400 -0.12019 0.03
C 1.84416 -3.75953 -0.44405 0.00
C 0.40963 -4.05067 -0.15139 -0.24
N 0.01611 -5.29661 -0.11560 0.14
C -1.26175 -5.58703 0.11067 -0.09
C -2.22534 -4.64565 0.39091 -0.13
C -3.66800 -5.07075 0.54503 -0.20
O -4.26312 -4.70599 1.77208 -0.06
C -1.82669 -3.27819 0.41753 -0.07
C -2.77138 -2.30005 0.84318 -0.04
N -2.68650 -1.00490 0.76200 -0.02
C -3.80465 -0.23814 1.11515 -0.33
C -5.11292 -0.74298 1.04701 0.00
C -6.21571 0.04518 1.30490 -0.05
C -6.06393 1.38255 1.62778 -0.06
C -4.78839 1.91077 1.71674 -0.14
C -3.69128 1.10854 1.46164 -0.52
I -1.76876 2.03647 1.58847 1.22
C -0.49800 -2.96972 0.04864 -0.26
O -0.04957 -1.74198 -0.09336 -0.21
H 2.43350 -4.66000 -0.31669 0.09
H 2.21542 -2.97489 0.21423 0.08
H 1.95365 -3.41187 -1.47089 0.08
H -1.51744 -6.63408 0.05198 0.12
H -3.73455 -6.15132 0.37797 0.13
H -4.25659 -4.57786 -0.23565 0.13
H -3.91523 -5.26925 2.47262 0.11
H -3.64803 -2.71971 1.33467 0.12
H -5.26600 -1.77121 0.75843 0.12
H -7.20203 -0.38772 1.23237 0.12
H -6.92606 2.01248 1.78907 0.12
H -4.63848 2.94664 1.97477 0.10
F 4.03368 -0.32949 5.95337 0.16
C 3.45872 -0.02868 4.80109 -0.12
C 4.02642 0.91746 3.94965 -0.12
F 5.12253 1.56715 4.31845 0.15
C 3.43893 1.17320 2.71274 -0.21
F 4.02382 2.08342 1.93042 0.10
C 2.28012 0.52236 2.27820 -0.26
P 1.60763 0.86050 0.57989 1.11
C 1.82813 2.66955 0.50300 -0.38
C 2.39756 3.26843 -0.61589 -0.09
C 2.46427 4.64802 -0.70290 -0.05
C 1.97420 5.43560 0.32607 -0.05
C 1.42806 4.84114 1.45296 -0.06
C 1.35468 3.46343 1.54683 -0.16
C 2.81397 0.14820 -0.59128 -0.34
C 4.20051 0.14839 -0.44321 -0.06
C 5.00159 -0.38689 -1.43869 -0.05
C 4.44019 -0.92278 -2.58690 -0.05
C 3.06366 -0.92518 -2.74290 -0.06
C 2.25973 -0.40035 -1.74731 -0.11
C 1.67897 -0.35061 3.18946 -0.54
Br 0.00683 -1.16676 2.89622 0.95
C 2.26634 -0.63369 4.41971 -0.26
F 1.67182 -1.48684 5.24567 0.09
H 2.79091 2.65561 -1.41448 0.11
H 2.89286 5.10423 -1.58138 0.11
H 2.01519 6.51165 0.24929 0.11
H 1.05141 5.45198 2.25923 0.11
H 0.96389 3.00441 2.44881 0.08
H 4.68017 0.56540 0.42417 0.10
H 6.07440 -0.37852 -1.32103 0.11
H 5.06687 -1.33994 -3.36120 0.11
H 2.62315 -1.33412 -3.64092 0.12
H 1.17768 -0.42935 -1.85656 0.07
F 0.02559 4.15784 -5.89531 0.14
C -0.49587 3.28427 -5.04211 -0.12
C -1.60182 2.50977 -5.40862 -0.13
F -2.15915 2.67071 -6.60343 0.14
C -2.09980 1.56952 -4.51663 -0.25
F -3.14010 0.79841 -4.83742 0.08
C -1.52726 1.38076 -3.25879 -0.46
Se -2.21678 0.02433 -2.13359 0.93
C -0.46084 2.19706 -2.90749 -0.21
F 0.06645 2.02061 -1.66130 -0.03
C 0.06778 3.13707 -3.77579 -0.13
F 1.10813 3.88418 -3.41011 0.13
```